Arrangement 1

Here is a single C5H10N2S molecule from OMol25. Energies are from ωB97M-V/def2-TZVPD.

Last column: Mulliken charge in e.
Geometry (Å):
1 C 0.642 -0.564 0.694  0.24
2 C -0.486 -1.540 0.008  -0.89
3 C -1.911 0.305 -0.589  -0.72
4 C -0.638 1.046 -0.567  -0.09
5 C -0.048 0.697 0.792  -0.73
6 H 1.874 0.997 -0.683  0.19
7 H 1.032 -1.082 1.629  0.37
8 H -0.376 -2.483 0.604  0.38
9 H -0.268 -1.652 -1.041  0.43
10 H -2.014 -0.970 1.110  0.31
11 H -2.827 0.782 -0.009  0.31
12 H -2.141 0.068 -1.712  0.27
13 H -0.111 0.703 -1.448  0.33
14 H -0.495 2.568 0.823  0.32
15 H -0.664 0.743 1.630  0.57
16 N -1.855 -1.153 0.087  -0.46
17 N 0.121 2.027 0.262  -0.53
18 S 2.048 -0.341 -0.336  -0.28

Its charge is 0. Its HOMO-LUMO gap is 9.42 eV. Its multiplicity is 1. For the HOMO energy, the calculation gives -8.662 eV. The molecular weight is 130.22 g mol⁻¹. As for the SMILES: S[C@@H]1CNC[C@H]2N[C@H]12.

=====

Arrangement 2

Here is a single C5H10N2S molecule from OMol25. Energies are from ωB97M-V/def2-TZVPD.

Last column: Mulliken charge in e.
Geometry (Å):
1 C -1.522 -0.781 0.008  -0.64
2 C -1.629 0.338 1.036  -0.68
3 C -0.130 -1.088 -0.417  -0.16
4 C 0.604 1.190 -0.013  -0.26
5 C 1.715 1.084 0.981  -1.13
6 N 1.115 -1.426 -2.467  -0.93
7 N 0.115 -1.294 -1.683  0.34
8 S -1.043 1.775 0.108  -0.09
9 H -2.016 -1.823 0.344  0.28
10 H -2.078 -0.409 -0.755  0.40
11 H -2.712 0.605 1.458  0.32
12 H -0.980 0.109 1.758  0.38
13 H 0.617 -1.572 0.210  0.46
14 H 0.942 1.656 -0.880  0.46
15 H 1.711 0.156 1.549  0.27
16 H 1.783 1.833 1.745  0.33
17 H 2.613 1.153 0.482  0.40
18 H 0.895 -1.505 -3.463  0.24

Its charge is 0. Its HOMO-LUMO gap (spin up / spin down) is 7.61 / 6.88 eV. Its multiplicity is 1. For the HOMO energy (spin up / spin down), the calculation gives -7.896 / -7.304 eV. The molecular weight is 130.22 g mol⁻¹.

=====

Arrangement 3

Here is a molecular structure, C5H10N2S from OMol25. Energies are from ωB97M-V/def2-TZVPD.

Last column: Mulliken charge in e.
Geometry (Å):
1 C 0.580 0.849 1.128  0.62
2 C -1.286 1.720 -1.293  -1.13
3 C -0.557 0.305 -1.142  -0.49
4 C -0.325 -2.239 0.928  -0.35
5 C 0.519 0.335 -0.055  -0.27
6 N 0.856 1.359 2.210  -0.57
7 N 0.625 -2.640 1.670  -0.50
8 S 2.265 0.247 -0.533  -0.29
9 H -2.017 1.534 -1.994  0.46
10 H -0.477 2.441 -1.567  0.29
11 H -1.978 1.926 -0.384  0.28
12 H -1.213 -0.477 -0.995  0.39
13 H 0.006 0.139 -2.085  0.31
14 H -0.563 -2.768 0.008  0.23
15 H -0.913 -1.386 1.104  0.38
16 H 1.075 -3.516 1.418  0.25
17 H 1.061 0.924 3.051  0.27
18 H 2.342 1.246 -1.467  0.13

Its charge is 0. Its HOMO-LUMO gap is 9.15 eV. Its multiplicity is 1. For the HOMO energy, the calculation gives -8.378 eV. The molecular weight is 130.22 g mol⁻¹.

=====

Quick one: least stable of them? arrangement 2

=====

Arrangement 1

Here is a gas-phase ion, C5H11NO2 (charge -1) from OMol25. Energies are from ωB97M-V/def2-TZVPD.

Last column: Löwdin spin population.
Geometry (Å):
1 C 2.698 0.314 -1.000  0.07
2 C 1.108 0.504 -0.824  0.44
3 N 0.477 -0.076 0.343  0.04
4 C 0.274 1.102 1.305  0.04
5 C -0.728 -1.019 0.009  0.03
6 C -2.103 -0.537 0.449  0.00
7 O -3.108 -1.274 0.007  0.01
8 O 0.363 1.233 -1.539  0.30
9 H 3.113 1.025 -0.383  0.02
10 H 2.928 0.326 -2.123  0.01
11 H 3.209 -0.695 -0.703  0.01
12 H 0.981 1.913 1.099  0.00
13 H -0.739 1.563 1.008  0.01
14 H 0.264 0.592 2.367  0.01
15 H -0.845 -1.174 -1.084  0.01
16 H -0.458 -1.975 0.483  0.00
17 H -2.230 -0.368 1.497  0.00
18 H -2.213 0.433 -0.076  0.00
19 H -2.991 -1.886 -0.834  0.00

Its charge is -1. Its HOMO-LUMO gap (spin up / spin down) is 2.82 / 6.58 eV. Its multiplicity is 2. For the HOMO energy (spin up / spin down), the calculation gives 0.729 / -3.103 eV. The molecular weight is 117.15 g mol⁻¹.

=====

Arrangement 2

Here is a molecular structure, C5H11NO2 from OMol25. Energies are from ωB97M-V/def2-TZVPD.

Last column: Löwdin spin population.
Geometry (Å):
1 O -2.084 -1.077 -1.262  0.00
2 C -1.857 -0.152 -0.513  0.00
3 N -0.464 0.547 -0.614  0.00
4 C 0.316 0.166 0.588  0.00
5 C 1.159 -1.071 0.196  0.00
6 C 2.521 -0.658 -0.358  0.04
7 O 2.635 1.755 1.061  0.95
8 C -2.607 0.593 0.405  0.00
9 H -0.860 1.478 -0.516  0.00
10 H -0.221 0.043 1.531  0.00
11 H 1.165 0.925 0.652  0.00
12 H 1.430 -1.684 1.068  0.00
13 H 0.560 -1.725 -0.446  0.00
14 H 3.197 -1.516 -0.302  0.00
15 H 2.543 -0.179 -1.339  0.00
16 H 2.918 0.135 0.308  0.01
17 H -1.933 -0.346 0.853  0.00
18 H -2.724 1.655 0.208  0.00
19 H -3.598 0.292 0.751  0.00

Its charge is -1. Its HOMO-LUMO gap (spin up / spin down) is 6.48 / 5.68 eV. Its multiplicity is 2. For the HOMO energy (spin up / spin down), the calculation gives -3.357 / -2.549 eV. The molecular weight is 117.15 g mol⁻¹.

=====

Arrangement 3

Here is 3 unconnected molecules or ions with the total composition C5H11NO2 from OMol25. Energies are from ωB97M-V/def2-TZVPD.

Last column: Löwdin spin population.
Geometry (Å):
1 N -1.287 -2.134 -0.477  0.38
2 C -0.571 2.310 -0.596  0.00
3 C -1.660 1.748 -1.222  0.00
4 C -0.799 -1.654 1.809  0.50
5 C -0.459 -1.735 0.466  0.06
6 C 0.782 -1.006 -0.025  -0.01
7 O 1.262 -0.087 0.914  0.01
8 H -2.138 -2.536 -0.079  0.01
9 H 0.202 2.882 -1.114  0.00
10 H -0.557 2.378 0.486  0.00
11 H -1.886 0.707 -1.007  0.00
12 H -2.302 2.422 -1.782  0.00
13 H -0.129 -1.224 2.530  0.03
14 H -1.715 -2.093 2.201  0.03
15 H 1.495 -1.852 -0.126  -0.01
16 H 0.611 -0.544 -0.991  0.00
17 H 3.079 1.802 -0.738  0.00
18 H 1.648 0.676 0.342  0.00
19 O 2.131 1.719 -0.713  0.00

Its charge is -1. Its HOMO-LUMO gap (spin up / spin down) is 7.49 / 6.13 eV. Its multiplicity is 2. For the HOMO energy (spin up / spin down), the calculation gives -3.724 / -3.724 eV. The molecular weight is 117.15 g mol⁻¹.

=====

Quick one: least stable of them? arrangement 2